ORCA calculation (the ωB97M-V functional and the def2-TZVPD basis) on a 15-piece molecular cluster, C55H98F2O45 overall in a non-equilibrium geometry.

```
200
Properties=species:S:1:pos:R:3
H 1.561 0.745 -4.281
H -0.844 3.147 -7.707
H 0.255 -1.775 2.535
H -8.487 -3.358 0.778
H -0.181 2.486 0.273
O 2.734 5.388 2.417
O -1.734 6.148 2.787
C -1.866 -8.181 7.099
C -3.673 5.770 -0.136
H 4.684 -8.239 1.989
C -3.626 -7.689 0.561
H 1.576 7.630 -0.037
H 5.631 6.712 2.478
H -4.087 -0.062 0.026
H -0.770 -2.433 5.354
H -4.630 -7.809 0.969
F -5.227 2.918 -5.542
H -1.088 6.112 -5.550
H -2.166 3.903 -5.600
H -0.302 6.777 4.079
H 5.906 -1.447 3.638
H 4.849 -5.944 0.781
C 5.053 -1.984 4.053
C 1.977 0.201 -5.130
C -0.909 -6.262 5.982
C -3.093 1.775 -3.997
O -1.005 -5.631 4.789
C -5.746 1.038 -1.038
H -2.318 -9.138 6.836
C -0.047 2.722 -9.619
H -3.069 6.470 -0.714
O 0.439 6.179 -4.257
C -3.463 -5.344 0.116
H -3.599 -7.843 -0.518
H 1.754 -2.496 1.908
C -7.661 -3.081 0.124
H 2.296 -3.466 -1.688
C 3.892 0.784 -0.596
H -5.472 0.872 -2.079
H -4.590 6.253 0.204
H 2.413 1.458 3.724
O -4.026 2.734 -3.827
C 4.627 6.733 2.054
H -1.745 -2.269 -1.176
H -3.002 -3.343 -1.751
O 4.315 3.798 -2.532
C 0.068 -5.977 1.723
H 2.969 7.005 3.479
H 0.468 1.902 -2.733
O 0.583 0.684 3.352
O 0.863 -1.174 0.669
H -2.216 -3.117 4.575
H -1.689 -7.441 -1.744
H 0.539 -4.254 5.040
O -2.800 -4.321 0.682
H 5.819 1.214 0.335
C 0.709 8.270 -0.199
H -3.118 3.273 -6.846
H -0.344 -5.387 0.905
H 5.508 -5.211 2.304
H -1.672 7.543 4.494
H -0.616 3.462 -10.183
C 5.188 -7.369 2.409
H -4.560 3.762 -0.328
H 5.481 -2.667 4.786
H -0.460 -3.875 3.703
C -1.423 -3.304 5.299
H -2.914 -8.414 0.955
H 0.997 9.190 -0.709
O -1.177 0.408 4.707
C 4.801 0.896 0.561
O 4.910 -0.403 1.057
H -0.434 6.407 -0.501
H 4.684 -2.636 3.261
C 5.551 4.108 -2.838
O 4.365 -2.484 0.210
O 5.529 5.056 -3.812
O 2.892 4.326 0.338
H 1.343 3.071 -1.846
O -2.605 1.863 -5.296
O -1.624 -7.430 5.920
O 0.384 7.006 -2.163
H 0.305 -7.853 -3.475
H -8.011 -3.548 -0.796
H 2.550 3.988 -3.755
O -1.146 -0.112 0.947
O -1.412 5.926 -2.929
H -1.771 -3.486 6.315
F 4.223 1.636 1.522
O -3.220 7.596 1.878
H 1.703 3.512 4.230
H -0.350 3.371 -2.213
O 1.416 -6.014 -1.908
C 0.939 2.900 3.751
H -2.619 -7.150 -3.146
H -6.804 -3.619 0.529
C 2.431 -6.094 1.740
H 6.200 -7.654 2.123
C 3.633 6.212 3.135
O 4.192 -0.572 -0.951
H 1.128 -2.217 -2.222
H 2.235 -0.752 -4.668
H 3.322 -0.827 3.690
O 1.176 0.273 -6.306
H -3.608 1.515 -0.477
O -2.761 1.046 -3.127
H -1.001 8.151 3.013
H 4.088 5.716 3.992
H -2.944 3.787 -1.145
H 1.664 -2.911 8.758
H -1.213 1.707 -0.892
O 2.905 -2.233 5.106
H -4.290 4.512 -1.891
H 1.232 -4.513 8.195
H -4.350 4.553 -4.884
O -6.703 0.104 -0.502
H -0.685 -5.872 2.504
H 0.375 5.699 -6.317
H 0.269 8.509 0.769
H 3.918 6.199 -4.667
O -0.297 -5.818 -3.531
H 3.978 -0.473 5.253
H 2.883 0.776 -5.324
O -0.073 1.188 -7.730
O 2.471 -1.140 7.137
C -2.784 -2.562 -1.023
O -2.834 5.473 0.941
O 1.817 -3.315 6.664
C -1.158 7.235 3.584
O -4.260 -5.310 -0.862
C -0.495 -4.315 4.699
H -0.410 4.556 -5.209
C 1.242 -3.201 -1.767
O 2.442 -6.928 0.892
C -0.048 -0.253 0.428
H 0.941 -3.243 -0.720
H -3.357 -1.696 -1.355
C -3.172 -2.978 0.367
H 2.874 0.966 -0.250
H -6.185 2.036 -1.025
C -0.294 1.110 4.269
H 5.082 -7.344 3.494
C -0.579 -7.237 -3.637
H 0.257 -3.057 1.283
H -1.139 7.884 -1.216
C -2.942 3.157 -5.777
C -4.475 0.942 -0.148
H 0.023 -7.017 1.400
C -0.143 5.602 -5.363
H 0.175 -3.255 7.832
C 0.770 1.423 -6.747
H 4.321 7.734 1.751
O 3.499 -5.557 2.269
C 4.215 5.171 -4.461
C -0.825 2.267 -8.350
H 0.947 3.097 -9.373
C 2.380 -2.125 6.378
H -4.736 1.395 0.809
C 3.259 5.193 1.146
C -0.169 1.896 -0.644
C -2.686 6.504 1.878
H 0.518 3.538 2.974
O 4.445 5.868 1.016
H 4.171 4.641 -5.412
O 0.552 -4.011 -2.682
C 4.474 -1.240 0.113
O 0.510 0.658 -0.381
O -3.137 -6.399 0.832
H 1.709 1.739 2.041
O 6.595 3.663 -2.358
C -6.680 -1.248 -0.684
H 0.227 1.903 -10.284
H -2.568 -7.759 7.819
H -2.508 -2.335 0.945
H 4.353 1.508 -1.267
H -0.818 -7.459 -4.677
C 3.804 -1.289 4.551
H 2.975 5.307 -2.727
C 0.361 2.603 -1.906
O 1.341 -5.490 2.182
H -1.795 1.850 -8.623
C -4.216 3.475 -4.975
H -4.207 -2.908 0.703
C 4.842 -5.958 1.871
C -1.719 -7.665 -2.811
C -0.278 6.382 -3.111
C 1.243 -3.459 7.916
O -0.106 2.392 4.566
H -1.772 -8.754 -2.798
H -0.967 -8.467 7.645
C 0.753 -2.155 1.643
C 0.669 -5.354 -2.664
O -7.546 -1.708 0.161
O -0.498 -5.766 7.039
C -3.848 4.348 -0.908
O 1.165 2.544 -6.335
C 3.408 4.535 -3.364
O -5.845 -1.794 -1.411
C 1.543 1.712 3.118
C -0.213 7.353 -0.995
```

Output
ΔE to the lowest compared entry with this formula, charge and spin: 0.0 kJ/mol
E_LUMO: -0.03 eV
total energy: -156192.949 eV
M: 1517.34 g mol⁻¹

Löwdin population analysis, charges in e, atoms 1 to 5: number 1, H, carries 0.07; number 2, H, carries 0.10; number 3, H, carries 0.10; number 4, H, carries 0.09; number 5, H, carries 0.13